Molecular formula: C72H198N18O18
Method: DFT, the ωB97M-V functional and the def2-TZVPD basis

## Properties
Strongest force on any atom   0.0701 Eh/bohr
Gap between HOMO and LUMO   8.485 eV
ΔE to the lowest compared entry with this formula, charge and spin   455.1 kJ/mol
E_HOMO   -0.298 Eh

Structure (ORCA input):
```
! RIJCOSX wB97M-V def2-TZVPD def2/J DEFGRID3
* xyz 0 1
C 4.63 -6.29 -1.87
C 5.57 -5.09 -2.18
C 5.30 -4.49 -3.58
O 5.28 -5.53 -4.57
C 5.23 -5.05 -5.94
N 5.44 -4.16 -1.07
H 4.93 -6.59 -0.87
H 4.86 -7.14 -2.51
H 3.56 -6.11 -1.93
H 6.57 -5.53 -2.08
H 6.10 -3.79 -3.82
H 4.34 -3.98 -3.65
H 6.12 -4.49 -6.23
H 4.34 -4.43 -6.01
H 5.18 -5.82 -6.70
H 5.81 -3.25 -1.32
H 4.46 -4.01 -0.84
C 0.59 4.51 3.02
C -0.25 4.80 4.30
C -1.64 4.13 4.34
O -2.47 4.32 5.53
C -3.37 5.40 5.26
N 0.48 4.40 5.48
H 0.17 5.03 2.16
H 0.77 3.46 2.77
H 1.53 5.05 3.15
H -0.39 5.87 4.44
H -1.47 3.06 4.34
H -2.19 4.37 3.43
H -4.13 5.19 4.50
H -2.90 6.35 5.00
H -3.93 5.64 6.17
H 0.83 3.46 5.31
H -0.20 4.23 6.20
C -1.07 2.82 -3.87
C -2.30 3.17 -4.75
C -3.44 3.87 -3.97
O -3.91 3.04 -2.98
C -5.13 3.45 -2.44
N -1.78 4.06 -5.80
H -0.51 3.69 -3.52
H -0.37 2.25 -4.47
H -1.20 2.25 -2.96
H -2.71 2.27 -5.19
H -4.26 4.05 -4.67
H -3.11 4.85 -3.62
H -5.31 2.86 -1.54
H -5.93 3.37 -3.18
H -4.99 4.49 -2.17
H -1.15 3.66 -6.48
H -2.58 4.23 -6.39
C 1.81 0.19 6.72
C 1.60 0.25 5.20
C 1.16 -1.15 4.60
O 2.07 -2.13 5.04
C 1.71 -3.45 4.74
N 0.70 1.35 4.89
H 2.13 1.20 6.96
H 2.60 -0.52 6.94
H 0.88 -0.05 7.25
H 2.55 0.50 4.72
H 1.13 -1.11 3.52
H 0.14 -1.44 4.85
H 0.66 -3.66 4.89
H 2.32 -4.02 5.44
H 1.86 -3.67 3.68
H -0.22 1.14 5.25
H 0.54 1.33 3.89
C 5.41 5.77 5.44
C 4.15 4.97 5.26
C 4.25 3.46 5.30
O 5.06 3.00 4.19
C 4.49 3.11 2.83
N 3.13 5.54 6.14
H 5.10 6.81 5.52
H 6.10 5.82 4.60
H 5.83 5.43 6.39
H 3.77 5.25 4.28
H 3.28 2.97 5.17
H 4.62 3.20 6.30
H 3.93 2.21 2.58
H 5.27 3.11 2.07
H 3.85 3.94 2.55
H 2.20 5.19 5.93
H 3.06 6.50 5.84
C -6.41 1.58 7.13
C -5.80 2.87 6.70
C -6.44 3.31 5.38
O -6.17 2.43 4.29
C -4.79 2.32 3.91
N -6.01 3.86 7.75
H -7.47 1.78 7.24
H -5.90 1.31 8.06
H -6.18 0.76 6.45
H -4.73 2.76 6.56
H -6.07 4.32 5.19
H -7.50 3.42 5.59
H -4.48 3.20 3.34
H -4.74 1.66 3.04
H -4.05 2.06 4.67
H -6.33 3.40 8.59
H -6.67 4.57 7.47
C -4.11 -2.80 -1.92
C -5.18 -1.91 -1.31
C -4.67 -0.47 -1.41
O -5.64 0.51 -1.00
C -6.38 0.35 0.29
N -6.39 -2.19 -2.06
H -3.62 -2.28 -2.75
H -4.37 -3.79 -2.29
H -3.26 -2.95 -1.26
H -5.27 -2.29 -0.29
H -4.47 -0.12 -2.42
H -3.78 -0.31 -0.80
H -5.64 0.35 1.09
H -7.00 -0.55 0.40
H -7.04 1.22 0.36
H -6.08 -2.11 -3.02
H -7.01 -1.41 -1.94
C -4.21 -5.48 -5.12
C -2.78 -5.15 -5.57
C -1.82 -5.29 -4.40
O -0.45 -5.14 -4.75
C 0.41 -4.56 -3.81
N -2.39 -6.09 -6.59
H -4.24 -6.54 -4.87
H -4.88 -5.25 -5.95
H -4.48 -4.89 -4.24
H -2.85 -4.16 -6.04
H -1.87 -6.32 -4.02
H -2.11 -4.59 -3.62
H 0.15 -3.58 -3.43
H 1.43 -4.48 -4.19
H 0.36 -5.09 -2.86
H -1.40 -6.06 -6.41
H -2.50 -7.00 -6.16
C 0.25 -2.15 -10.95
C -0.49 -3.47 -10.62
C -0.51 -3.81 -9.06
O 0.85 -4.01 -8.61
C 0.98 -4.25 -7.26
N -1.88 -3.45 -11.05
H 1.31 -2.29 -10.74
H -0.05 -1.32 -10.31
H 0.21 -1.87 -12.00
H 0.13 -4.24 -11.07
H -1.11 -4.69 -8.82
H -1.06 -3.00 -8.58
H 2.05 -4.27 -7.02
H 0.61 -5.21 -6.93
H 0.42 -3.54 -6.65
H -2.29 -2.59 -10.72
H -2.31 -4.23 -10.57
C 3.65 -0.60 1.82
C 4.63 -1.74 1.39
C 6.13 -1.29 1.49
O 6.35 -0.12 0.66
C 7.73 0.24 0.65
N 4.27 -2.72 2.43
H 2.60 -0.78 1.58
H 3.90 0.36 1.37
H 3.80 -0.31 2.86
H 4.44 -2.00 0.35
H 6.74 -2.18 1.28
H 6.33 -0.99 2.51
H 7.80 1.10 -0.01
H 8.35 -0.58 0.28
H 7.99 0.49 1.68
H 4.22 -2.30 3.35
H 5.01 -3.40 2.46
C 4.61 0.17 -2.48
C 5.98 -0.39 -2.98
C 7.08 0.57 -3.34
O 8.28 -0.12 -3.73
C 9.34 0.77 -3.81
N 6.41 -1.26 -1.95
H 4.73 0.97 -1.75
H 3.94 -0.60 -2.12
H 4.18 0.63 -3.37
H 5.97 -1.02 -3.86
H 7.32 1.25 -2.52
H 6.79 1.15 -4.22
H 9.15 1.60 -4.49
H 10.16 0.16 -4.20
H 9.69 1.14 -2.85
H 7.36 -1.45 -2.23
H 6.54 -0.69 -1.13
C -0.95 1.86 9.45
C -1.20 2.29 7.98
C -2.18 1.34 7.23
O -1.65 0.05 6.99
C -2.55 -0.76 6.27
N -1.73 3.58 8.11
H -0.74 0.80 9.53
H -1.89 2.02 9.98
H -0.08 2.38 9.84
H -0.23 2.26 7.48
H -2.40 1.79 6.26
H -3.19 1.35 7.63
H -2.87 -0.36 5.31
H -3.47 -0.99 6.80
H -1.97 -1.67 6.10
H -1.94 3.82 7.16
H -2.64 3.38 8.49
C 1.74 2.59 -0.98
C 2.56 3.87 -0.87
C 3.50 4.32 -2.00
O 4.60 3.49 -2.24
C 5.37 3.83 -3.37
N 1.79 4.94 -0.32
H 2.40 1.74 -0.82
H 1.31 2.62 -1.98
H 0.84 2.52 -0.36
H 3.36 3.63 -0.17
H 3.93 5.31 -1.81
H 2.84 4.41 -2.86
H 6.41 3.50 -3.30
H 5.38 4.89 -3.62
H 4.94 3.33 -4.24
H 1.16 5.41 -0.96
H 2.43 5.71 -0.22
C -2.37 0.49 1.99
C -0.95 0.21 1.41
C -0.88 -0.25 -0.09
O 0.48 -0.45 -0.53
C 0.62 -0.69 -1.93
N -0.18 1.41 1.61
H -2.88 -0.41 2.34
H -2.99 0.92 1.20
H -2.43 1.20 2.81
H -0.51 -0.61 1.98
H -1.37 0.46 -0.75
H -1.41 -1.20 -0.19
H -0.19 -1.36 -2.22
H 1.55 -1.18 -2.22
H 0.57 0.28 -2.43
H -0.62 2.25 1.25
H 0.66 1.30 1.05
C 1.53 -3.67 -0.34
C 1.48 -4.84 0.63
C 0.61 -6.01 0.12
O -0.69 -5.51 -0.26
C -1.45 -6.58 -0.83
N 2.80 -5.23 0.90
H 2.08 -2.86 0.14
H 0.54 -3.29 -0.60
H 2.02 -3.89 -1.29
H 1.01 -4.59 1.58
H 0.55 -6.73 0.94
H 1.09 -6.61 -0.65
H -1.78 -7.28 -0.05
H -1.06 -7.20 -1.64
H -2.39 -6.13 -1.17
H 3.47 -4.49 1.04
H 2.91 -5.94 1.61
C -2.41 6.26 -0.16
C -2.42 4.84 0.43
C -3.84 4.43 1.00
O -4.22 5.36 1.98
C -5.65 5.41 2.02
N -2.00 3.96 -0.64
H -2.80 7.00 0.54
H -2.91 6.28 -1.13
H -1.36 6.50 -0.34
H -1.62 4.62 1.14
H -3.88 3.41 1.37
H -4.49 4.43 0.12
H -6.16 5.93 1.21
H -6.00 6.05 2.84
H -6.13 4.44 2.07
H -1.15 4.33 -1.03
H -2.67 3.73 -1.36
C 2.22 0.67 -5.51
C 1.65 -0.49 -6.37
C 0.15 -0.61 -6.21
O -0.18 -0.72 -4.88
C -1.56 -0.53 -4.70
N 2.12 -0.27 -7.77
H 1.83 1.67 -5.68
H 3.31 0.69 -5.56
H 2.00 0.54 -4.45
H 2.09 -1.45 -6.10
H -0.25 -1.44 -6.80
H -0.33 0.27 -6.63
H -2.15 -1.26 -5.25
H -1.79 0.48 -5.04
H -1.83 -0.70 -3.66
H 1.92 -1.01 -8.44
H 3.13 -0.27 -7.77
C -5.33 -1.99 3.84
C -5.65 -3.23 3.05
C -4.44 -4.14 2.64
O -3.57 -3.43 1.80
C -2.23 -3.92 1.82
N -6.58 -3.91 3.87
H -6.19 -1.43 4.22
H -4.81 -1.23 3.25
H -4.73 -2.25 4.70
H -6.19 -2.96 2.13
H -4.85 -4.96 2.06
H -3.97 -4.51 3.55
H -2.16 -5.01 1.88
H -1.92 -3.57 2.81
H -1.53 -3.50 1.10
H -5.94 -4.45 4.43
H -7.07 -4.58 3.29
*
```

Atom charges from the Löwdin analysis, given in e for atoms 1 to 2: atom 1 (C): -0.07, atom 2 (C): -0.40